Molecular formula: C4H11N2O
Method: DFT, ωB97M-V with the def2-TZVPD basis set

Properties
**Molar mass**: 103.1 g mol⁻¹
**Orbital gap**: 8.4 eV
**Total energy**: -9341.9288 eV
**Total charge**: +1

Positions of all 18 atoms, in Å:
1 C 0.06704 -1.49534 -1.63440
2 C 0.62233 2.69805 2.00295
3 C -0.33047 -2.45567 -0.57259
4 C 0.70073 1.58924 1.06659
5 N 0.11286 1.07394 -1.13809
6 N -1.58249 -2.73580 -0.23054
7 O 0.53646 1.78955 -0.14872
8 H 0.09794 -0.41162 -1.06166
9 H -0.40972 -1.25746 -2.50352
10 H 1.15026 -1.63786 -1.73715
11 H 0.26138 3.60104 1.40591
12 H 1.60883 2.85518 2.38477
13 H -0.04945 2.37822 2.77730
14 H 0.42248 -2.70425 0.25313
15 H 0.84300 0.52821 1.32476
16 H 0.13069 1.73973 -1.99711
17 H -1.88199 -3.31161 0.54917
18 H -2.29989 -2.24355 -0.74078

Atoms 1-2, force components in eV/Å:
C 2.38 -2.73 4.71
C -0.06 1.19 -1.70

=====

Molecular formula: C42H99N5O24S6
Method: DFT, ωB97M-V with the def2-TZVPD basis set

Properties
**Molar mass**: 1250.7 g mol⁻¹
**Orbital gap (alpha / beta)**: 7.9 / 3.8 eV
**Spin multiplicity**: 2
**⟨S²⟩**: 0.755
**Total energy**: -166739.7971 eV
**Total charge**: +1

Positions of all 176 atoms, in Å:
1 C 20.23692 36.99803 27.13199
2 C 18.82107 37.15775 27.63871
3 N 18.69305 38.37312 28.38291
4 C 17.39657 38.45628 29.15302
5 C 17.03571 37.30820 30.24001
6 C 18.85970 39.50351 27.52703
7 C 18.05716 39.63116 26.18730
8 H 20.97249 36.83185 27.91902
9 H 20.46898 37.66458 26.30135
10 H 20.26293 35.98650 26.72672
11 H 18.11160 36.96218 26.83467
12 H 18.61313 36.25817 28.21803
13 H 17.27831 39.45171 29.58106
14 H 16.58505 38.41572 28.42645
15 H 17.56105 37.34207 31.19447
16 H 15.98996 37.36340 30.54245
17 H 17.26526 36.34615 29.78192
18 H 19.92984 39.65571 27.38660
19 H 18.79399 40.47944 28.00801
20 H 18.28156 38.93173 25.38199
21 H 17.84174 40.64941 25.86346
22 H 17.03429 39.30989 26.38376
23 C 8.34270 35.68984 28.66113
24 C 8.44357 36.77548 29.67799
25 N 9.68592 36.65378 30.43663
26 C 10.98727 36.38720 29.77886
27 C 11.47409 37.52275 28.85854
28 C 9.76538 37.76445 31.35435
29 C 8.75059 37.89103 32.53510
30 H 7.43033 35.75027 28.06782
31 H 8.28793 34.75365 29.21669
32 H 9.18607 35.35527 28.05706
33 H 8.68655 37.75671 29.27026
34 H 7.50955 37.04986 30.16830
35 H 11.86639 36.33085 30.42078
36 H 10.88566 35.36406 29.41700
37 H 11.68316 38.31506 29.57732
38 H 12.41288 37.31011 28.34709
39 H 10.66191 37.65214 28.14320
40 H 9.76847 38.71512 30.82113
41 H 10.77362 37.87180 31.75437
42 H 8.70602 36.96580 33.10962
43 H 7.70943 37.90091 32.21262
44 H 9.02351 38.64499 33.27344
45 C 10.40741 31.58937 22.51971
46 C 10.90492 32.91048 21.94126
47 N 10.03352 34.03651 22.27099
48 C 9.63524 34.17322 23.69511
49 C 10.79882 34.41612 24.72998
50 C 10.73068 35.30311 21.86521
51 C 10.74706 35.48166 20.37172
52 H 10.52217 31.52723 23.60187
53 H 10.93713 30.74765 22.07362
54 H 9.33230 31.41087 22.50020
55 H 11.92675 32.88043 22.31949
56 H 10.92630 32.70341 20.87132
57 H 8.85105 34.90779 23.87834
58 H 9.07990 33.26297 23.92129
59 H 11.33620 35.31498 24.42772
60 H 10.51048 34.62730 25.75972
61 H 11.57898 33.65505 24.71499
62 H 11.69395 35.51758 22.32806
63 H 10.13473 36.14564 22.21607
64 H 9.75096 35.32549 19.95760
65 H 11.37685 34.74908 19.86693
66 H 11.01279 36.52409 20.19616
67 C 16.82673 27.16018 22.72585
68 C 16.77038 27.86798 24.07504
69 N 15.42273 28.42129 24.44725
70 C 15.30902 29.79828 23.83092
71 C 13.77783 30.14252 23.58698
72 C 15.21272 28.34698 25.88375
73 C 15.29802 26.85396 26.28825
74 H 16.24233 26.24009 22.72381
75 H 17.86930 26.88619 22.56438
76 H 16.69406 27.83063 21.87674
77 H 17.20365 27.18056 24.80155
78 H 17.49626 28.68074 24.09991
79 H 15.83389 29.87916 22.87905
80 H 15.75116 30.53101 24.50599
81 H 13.24496 29.87816 24.50038
82 H 13.20987 29.58670 22.84093
83 H 13.63574 31.21817 23.48266
84 H 16.02824 28.75999 26.47742
85 H 14.29422 28.80514 26.25055
86 H 16.33048 26.54409 26.44982
87 H 14.61995 26.71442 27.13017
88 H 14.83658 26.22657 25.52565
89 C 13.80822 34.65316 27.02869
90 C 13.95543 34.06308 28.47027
91 N 14.78550 32.87010 28.42934
92 C 16.04275 32.84948 27.68772
93 C 16.91669 34.03775 27.98939
94 C 14.10521 31.54069 28.47076
95 C 13.12945 31.31706 27.27403
96 H 12.83481 35.12370 26.89026
97 H 13.86867 33.89144 26.25137
98 H 14.59874 35.37973 26.84092
99 H 14.34261 34.85991 29.10531
100 H 12.96494 33.90721 28.89776
101 H 16.63238 31.93374 27.73069
102 H 15.85890 32.85144 26.61334
103 H 17.96109 34.06340 27.67847
104 H 16.52564 35.02128 27.72892
105 H 16.90857 34.17018 29.07129
106 H 13.45084 31.63407 29.33747
107 H 14.75592 30.66700 28.50720
108 H 12.24102 31.94793 27.30245
109 H 12.83888 30.26654 27.26534
110 H 13.74518 31.45624 26.38543
111 C 11.46958 26.35906 29.09503
112 C 11.19989 27.46676 28.08163
113 O 9.83852 27.47566 27.84114
114 S 8.95368 26.35416 28.60020
115 O 8.79024 25.14183 27.76639
116 O 7.67895 26.87188 29.16820
117 O 10.18014 26.16448 29.72899
118 H 12.11196 26.67960 29.91521
119 H 11.84013 25.42439 28.67409
120 H 11.57340 27.33417 27.06624
121 H 11.49889 28.46276 28.40826
122 C 13.64821 29.69641 32.59964
123 C 13.09865 28.17049 32.60076
124 O 13.55389 27.68199 31.35623
125 S 15.08076 28.28678 31.04162
126 O 15.46757 28.46853 29.65665
127 O 16.02150 27.47840 31.81312
128 O 14.72188 29.70602 31.73345
129 H 13.87626 29.99077 33.62406
130 H 12.91544 30.38469 32.17844
131 H 12.02154 28.06392 32.72958
132 H 13.58535 27.70533 33.45798
133 C 18.68604 33.18343 33.29835
134 C 19.79446 34.24242 33.32439
135 O 20.52205 33.97128 32.15142
136 S 19.70158 33.30762 30.92337
137 O 20.15508 31.96121 30.53208
138 O 19.49347 34.24386 29.79941
139 O 18.34458 33.18966 31.85932
140 H 17.81344 33.42407 33.90561
141 H 18.92941 32.13454 33.46773
142 H 20.38839 34.02575 34.21231
143 H 19.34421 35.23298 33.26000
144 C 8.06322 29.83175 30.84243
145 C 9.25776 29.40706 31.70518
146 O 9.98402 30.53026 32.00790
147 S 9.88985 31.76396 30.97934
148 O 11.00092 31.60320 30.03335
149 O 9.66490 33.09041 31.62612
150 O 8.42673 31.10139 30.34839
151 H 7.10881 30.07010 31.31191
152 H 7.90447 29.05072 30.09887
153 H 9.84028 28.67368 31.14759
154 H 8.99854 29.04326 32.69945
155 C 15.06911 34.15686 32.83569
156 C 14.09123 32.94055 32.66051
157 O 14.11664 32.21028 33.90063
158 S 14.96140 33.01072 35.13147
159 O 16.27302 32.35979 35.09089
160 O 14.29541 33.17391 36.44411
161 O 14.93131 34.42866 34.22407
162 H 14.80189 35.13987 32.44790
163 H 16.08393 33.85407 32.57771
164 H 14.56288 32.30850 31.90809
165 H 13.05885 33.09132 32.34495
166 C 7.14052 30.46395 25.93458
167 C 7.32579 30.33419 27.45302
168 O 8.76252 30.44375 27.61155
169 S 9.53884 31.17673 26.34690
170 O 10.54553 30.25596 25.81557
171 O 9.84501 32.52022 26.87709
172 O 8.15801 31.32146 25.48342
173 H 6.23883 30.96795 25.58668
174 H 7.18346 29.47892 25.46987
175 H 7.07958 29.37251 27.90318
176 H 6.83052 31.16577 27.95431

Atoms 1-2, force components in eV/Å:
C -0.26 -1.71 -0.66
C 0.76 -1.15 0.38

=====

Molecular formula: C2H5I2P
Method: DFT, ωB97M-V with the def2-TZVPD basis set

Properties
**Molar mass**: 313.8 g mol⁻¹
**Orbital gap (alpha / beta)**: 8.0 / 6.8 eV
**Total energy**: -27640.2189 eV

Positions of all 10 atoms, in Å:
1 C 1.51908 -0.30395 -0.33614
2 C -2.01462 0.02461 -0.84095
3 P 1.54925 0.12774 1.39964
4 I -1.62769 1.82196 0.05359
5 I -2.01311 -1.76372 0.18934
6 H 0.91999 -1.15035 -0.43935
7 H 1.89047 0.38946 -1.07048
8 H -1.67064 -0.13200 -1.85828
9 H 0.10946 -0.47851 1.60602
10 H 1.33781 1.46474 1.29662

Atoms 1-2, force components in eV/Å:
C 0.62 1.56 1.63
C 0.38 -0.44 -0.04

=====

Question: Number 1 is which compound?
Answer: C4H11N2O

=====

Question: The highest molar mass belongs to which entry?
Answer: C42H99N5O24S6

=====

Question: Among the records above, which one has the lowest total energy?
Answer: C42H99N5O24S6

=====

Question: molar mass of number 2 (C42H99N5O24S6)?
Answer: 1250.7 g mol⁻¹